Entry 1:
{
  "formula": "C18H38OOsP2",
  "method": "ωB97M-V/def2-TZVPD",
  "de_lowest_kj_mol": 0.0,
  "lumo_energy_ev": [-5.923, -9.690],
  "homo_energy_ev": [-15.1957, -15.2791],
  "charge": 2,
  "gap_ev": [9.273, 5.589],
  "s_squared": 6.0397,
  "spin_multiplicity": 5,
  "max_force_ev_per_a": 3.8,
  "mol_weight_g_mol": 522.7,
  "species": ["P", "P", "C", "C", "H", "H", "H", "H", "C", "H", "H", "H", "C", "H", "H", "H", "C", "H", "H", "H", "C", "H", "H", "H", "Os", "C", "C", "C", "C", "C", "C", "C", "C", "C", "H", "H", "H", "H", "H", "H", "H", "H", "H", "H", "H", "H", "H", "H", "H", "C", "C", "C", "O", "H", "H", "H", "H", "H", "H", "H"],
  "xyz": [[-2.11, 2.28, 1.92], [-3.43, 0.11, 0.18], [-3.94, 2.52, 1.54], [-4.60, 1.19, 1.19], [-4.01, 3.24, 0.70], [-4.41, 2.95, 2.44], [-4.87, 0.63, 2.11], [-5.50, 1.37, 0.58], [-4.15, 0.69, -1.43], [-3.80, 0.01, -2.23], [-3.81, 1.71, -1.64], [-5.24, 0.66, -1.36], [-4.50, -1.37, 0.39], [-5.54, -1.12, 0.12], [-4.45, -1.70, 1.44], [-4.12, -2.17, -0.27], [-1.77, 4.10, 1.90], [-0.75, 4.26, 2.28], [-2.51, 4.61, 2.54], [-1.84, 4.45, 0.87], [-2.42, 2.14, 3.75], [-2.88, 1.17, 3.97], [-3.10, 2.96, 4.05], [-1.47, 2.23, 4.28], [2.68, -0.99, -0.36], [0.72, -1.94, -0.28], [0.78, -1.06, -1.41], [0.15, 0.32, -1.43], [1.05, 1.46, -0.89], [2.14, 1.02, 0.04], [1.92, 0.21, 1.22], [0.55, -0.26, 1.67], [0.10, -1.61, 1.05], [4.60, -0.67, 0.28], [0.76, -3.01, -0.49], [0.85, -1.52, -2.40], [-0.82, 0.31, -0.92], [-0.05, 0.55, -2.48], [1.55, 1.93, -1.76], [0.40, 2.23, -0.44], [3.02, 1.67, 0.05], [2.63, 0.33, 2.04], [-0.22, 0.52, 1.52], [0.60, -0.43, 2.75], [0.41, -2.41, 1.74], [-1.00, -1.64, 1.01], [5.06, -1.63, 0.56], [4.64, 0.05, 1.11], [5.18, -0.27, -0.58], [5.48, -2.90, -2.32], [4.07, -2.31, -2.40], [3.38, -2.87, -3.64], [3.30, -2.64, -1.27], [5.46, -4.00, -2.23], [6.05, -2.49, -1.48], [6.00, -2.64, -3.24], [4.14, -1.21, -2.46], [3.29, -3.96, -3.57], [2.38, -2.44, -3.77], [3.98, -2.62, -4.52]],
  "lowdin_spin": [0.3318, 0.3081, 0.0168, 0.0130, -0.0002, 0.0075, -0.0002, 0.0068, 0.0455, 0.0000, -0.0003, 0.0094, 0.0589, 0.0125, -0.0003, 0.0002, 0.0644, 0.0002, 0.0138, -0.0003, 0.0474, -0.0003, 0.0102, -0.0001, 1.8798, -0.0220, 0.2120, 0.0435, 0.0178, 0.0349, 0.0204, 0.0112, -0.0013, 0.1937, 0.0046, 0.0094, 0.0150, 0.0018, 0.0010, 0.0007, 0.0071, 0.0072, 0.0128, 0.0000, 0.0016, 0.0008, 0.0148, 0.0174, 0.0321, 0.0249, 0.0466, 0.0163, 0.4335, 0.0006, 0.0001, 0.0023, 0.0119, 0.0007, 0.0000, 0.0023]
}

Entry 2:
{
  "formula": "C4H8O2",
  "method": "ωB97M-V/def2-TZVPD",
  "de_lowest_kj_mol": 176.1,
  "lumo_energy_ev": 0.862,
  "homo_energy_ev": -10.1075,
  "charge": 0,
  "gap_ev": 10.969,
  "spin_multiplicity": 1,
  "max_force_ev_per_a": 3.6,
  "smiles": "C[C@@H](O)CC=O",
  "mol_weight_g_mol": 88.1,
  "species": ["O", "C", "C", "C", "C", "O", "H", "H", "H", "H", "H", "H", "H", "H"],
  "xyz": [[1.00, 1.53, 2.02], [0.51, 1.13, 0.99], [0.81, -0.09, 0.23], [-0.16, -0.43, -0.92], [-0.34, -1.80, -1.47], [-1.53, -0.10, -0.54], [-0.35, 1.77, 0.70], [0.76, -0.92, 0.96], [1.84, -0.15, -0.14], [0.06, 0.30, -1.71], [0.23, -2.04, -2.38], [-1.35, -2.02, -1.80], [-0.06, -2.54, -0.72], [-1.68, 0.69, -0.03]],
  "nbo_charge": [-0.5045, 0.4365, -0.5562, 0.1119, -0.6328, -0.7506, 0.0915, 0.2458, 0.2515, 0.1613, 0.2180, 0.2485, 0.2103, 0.4690]
}

Entry 3:
{
  "formula": "C4H8Cl2S",
  "method": "ωB97M-V/def2-TZVPD",
  "de_lowest_kj_mol": 0.0,
  "lumo_energy_ev": 0.602,
  "homo_energy_ev": -9.6647,
  "charge": 0,
  "gap_ev": 10.267,
  "spin_multiplicity": 1,
  "max_force_ev_per_a": 3.4,
  "mol_weight_g_mol": 159.1,
  "species": ["C", "C", "C", "C", "S", "Cl", "Cl", "H", "H", "H", "H", "H", "H", "H", "H"],
  "xyz": [[1.23, -1.42, -0.33], [0.92, 0.78, -1.50], [0.45, 0.65, 0.92], [0.88, -0.14, -0.31], [-3.02, -0.76, 0.81], [1.88, 1.43, 1.57], [-0.10, -0.33, 2.27], [-3.45, 0.49, 1.26], [1.16, -2.09, 0.56], [1.66, -1.96, -1.11], [1.58, 0.25, -2.25], [-0.10, 1.07, -1.94], [1.40, 1.65, -1.23], [-0.16, 1.46, 0.66], [-4.32, -1.08, 0.63]],
  "nbo_charge": [-0.3658, -0.6438, -0.2408, -0.0245, -0.2966, -0.0220, 0.0003, 0.1512, 0.2108, 0.2024, 0.2250, 0.2257, 0.2164, 0.2226, 0.1392]
}

Entry 4:
{
  "formula": "C22H60BBrClFNO12",
  "method": "ωB97M-V/def2-TZVPD",
  "lumo_energy_ev": -2.486,
  "homo_energy_ev": -11.7389,
  "charge": 1,
  "gap_ev": 9.253,
  "spin_multiplicity": 1,
  "max_force_ev_per_a": 1.1,
  "mol_weight_g_mol": 675.9,
  "species": ["C", "C", "C", "C", "O", "N", "C", "Cl", "C", "Br", "O", "C", "C", "C", "C", "C", "C", "F", "B", "O", "O", "C", "C", "H", "H", "H", "H", "H", "H", "H", "H", "H", "H", "H", "H", "H", "H", "H", "H", "H", "H", "H", "H", "H", "H", "H", "H", "H", "H", "H", "H", "C", "O", "H", "H", "H", "H", "C", "O", "H", "H", "H", "H", "C", "O", "H", "H", "H", "H", "C", "O", "H", "H", "H", "H", "C", "O", "H", "H", "H", "H", "C", "O", "H", "H", "H", "H", "C", "O", "H", "H", "H", "H", "C", "O", "H", "H", "H", "H"],
  "xyz": [[2.81, -4.45, -0.92], [1.83, -3.93, -1.98], [0.49, -3.45, -1.41], [0.62, -2.42, -0.31], [1.22, -1.15, -0.74], [0.29, -0.17, -1.02], [-0.16, -0.18, -2.48], [-1.92, -0.19, -2.54], [0.45, 1.01, -3.22], [0.41, 0.63, -5.10], [1.77, 1.13, -2.82], [1.91, 1.74, -1.53], [3.38, 1.69, -1.14], [4.06, 0.34, -0.95], [4.24, -0.44, -2.27], [5.43, 0.56, -0.29], [0.88, 1.15, -0.55], [-0.27, 1.95, -0.61], [1.20, 0.90, 1.04], [2.39, 1.18, 1.63], [0.08, 0.48, 1.69], [0.22, -0.48, 2.79], [-1.04, -1.29, 2.91], [3.37, -5.31, -1.28], [3.53, -3.69, -0.62], [2.28, -4.76, -0.01], [2.30, -3.12, -2.56], [1.62, -4.72, -2.70], [-0.14, -3.08, -2.22], [-0.05, -4.30, -0.98], [-0.34, -2.21, 0.18], [1.31, -2.76, 0.47], [-0.54, -0.30, -0.42], [0.20, -1.12, -2.90], [-0.14, 1.92, -3.06], [1.61, 2.79, -1.62], [3.48, 2.29, -0.24], [3.91, 2.24, -1.94], [3.46, -0.29, -0.28], [5.15, -1.04, -2.24], [4.31, 0.25, -3.12], [3.40, -1.11, -2.47], [6.16, 0.88, -1.03], [5.39, 1.33, 0.48], [5.80, -0.36, 0.16], [2.94, 0.49, 2.00], [0.41, 0.08, 3.71], [1.11, -1.10, 2.60], [-0.98, -1.93, 3.79], [-1.91, -0.65, 3.03], [-1.23, -1.93, 2.04], [-3.09, 0.55, 5.52], [-2.45, -0.71, 5.65], [-2.88, 0.92, 4.51], [-4.18, 0.48, 5.63], [-2.71, 1.28, 6.24], [-2.63, -1.05, 6.54], [-0.60, -2.93, 7.36], [-1.90, -2.74, 7.90], [-0.56, -2.36, 6.44], [0.17, -2.55, 8.04], [-0.40, -3.98, 7.14], [-1.96, -3.22, 8.73], [-1.25, 0.45, -9.04], [-1.50, 1.58, -8.21], [-1.78, 0.64, -9.98], [-0.19, 0.34, -9.27], [-1.64, -0.47, -8.60], [-1.05, 1.46, -7.37], [-3.96, 0.46, 1.28], [-4.17, -0.54, 2.26], [-3.37, 1.24, 1.74], [-3.41, 0.08, 0.41], [-4.90, 0.90, 0.92], [-4.66, -1.26, 1.86], [-2.10, 4.09, -5.65], [-2.59, 4.09, -6.98], [-2.44, 5.01, -5.18], [-2.48, 3.25, -5.07], [-1.00, 4.08, -5.62], [-2.29, 3.28, -7.41], [-3.30, -3.29, -0.33], [-3.55, -3.14, 1.06], [-3.19, -2.29, -0.73], [-2.37, -3.85, -0.52], [-4.12, -3.79, -0.85], [-3.67, -4.00, 1.46], [-1.96, 3.82, 1.49], [-0.87, 3.37, 2.29], [-1.96, 4.90, 1.54], [-1.85, 3.51, 0.45], [-2.92, 3.46, 1.88], [-0.83, 2.41, 2.28], [2.30, 4.06, 3.47], [1.40, 3.18, 4.12], [3.27, 3.93, 3.94], [2.40, 3.84, 2.41], [2.01, 5.11, 3.59], [0.53, 3.30, 3.72]],
  "lowdin_charge": [-0.0884, -0.2338, -0.1838, -0.1105, -0.0477, -0.0083, -0.6115, 0.7678, -0.7557, 0.8893, -0.1130, -0.1903, -0.0967, -0.4050, -0.0500, -0.0619, -0.1536, 0.0609, -0.5783, 0.2180, 0.0605, -0.1618, -0.0426, 0.0790, 0.0723, 0.0765, 0.0930, 0.1141, 0.1073, 0.1238, 0.1108, 0.1339, 0.1557, 0.0963, 0.1120, 0.1797, 0.1210, 0.1456, 0.1070, 0.0841, 0.0873, 0.0507, 0.0905, 0.0799, 0.0841, 0.1410, 0.1396, 0.1220, 0.0857, 0.0572, 0.0575, -0.1418, -0.1383, 0.0574, 0.0840, 0.0820, 0.0579, -0.1490, -0.1228, 0.0568, 0.0821, 0.0788, 0.0822, -0.1322, -0.1444, 0.0863, 0.0806, 0.0789, 0.0018, -0.1489, -0.1235, 0.0541, 0.0552, 0.0881, 0.0673, -0.1844, -0.1081, 0.0789, 0.0680, 0.0698, 0.0328, -0.1419, -0.1181, 0.0445, 0.0631, 0.0891, 0.0946, -0.1236, -0.1246, 0.0898, 0.0689, 0.0732, 0.0516, -0.1601, -0.1253, 0.0807, 0.0613, 0.0823, 0.0340]
}

Entry 5:
{
  "formula": "C6H13N",
  "method": "ωB97M-V/def2-TZVPD",
  "de_lowest_kj_mol": 413.1,
  "lumo_energy_ev": [1.135, 1.135],
  "homo_energy_ev": [-7.1080, -7.1075],
  "charge": 0,
  "gap_ev": [8.243, 8.242],
  "spin_multiplicity": 1,
  "max_force_ev_per_a": 0.2,
  "mol_weight_g_mol": 99.2,
  "species": ["C", "C", "C", "N", "C", "C", "C", "H", "H", "H", "H", "H", "H", "H", "H", "H", "H", "H", "H", "H"],
  "xyz": [[2.99, -0.13, -0.30], [1.64, -0.86, -0.28], [0.57, -0.12, 0.48], [-0.61, 0.03, 0.00], [-1.50, 0.08, -1.02], [-1.93, 0.58, 0.31], [-2.83, -0.18, 1.27], [3.35, 0.07, 0.71], [2.91, 0.83, -0.82], [3.74, -0.74, -0.81], [1.28, -1.01, -1.31], [1.78, -1.86, 0.16], [0.74, 1.74, -1.48], [0.77, 0.30, 1.47], [-1.84, -0.77, -1.60], [0.07, 1.49, -1.73], [-1.92, 1.66, 0.47], [-3.86, 0.11, 1.06], [-2.75, -1.26, 1.10], [-2.62, 0.04, 2.32]],
  "nbo_charge": [-0.5989, -0.4478, 0.0046, -0.2243, -0.2748, -0.0544, -0.6366, 0.2021, 0.2130, 0.2116, 0.2185, 0.2114, -0.0623, 0.1922, 0.2031, 0.0172, 0.1792, 0.2217, 0.2143, 0.2102]
}